(1)
Here is a 14-piece molecular cluster, C56H82N10O8S4 overall at a distorted geometry from the Open Molecules 2025 dataset. Energies are from the ωB97M-V functional and the def2-TZVPD basis.

Calculated values
frontier orbital gap (spin up / spin down): 6.721 / 2.274 eV
maximum force: 5.016 eV/A
total charge: +1
multiplicity: 2
DFT total energy: -134010.518 eV
HOMO level (spin up / spin down): -9.22 / -9.22 eV

Last column: Löwdin spin population.
Positions of all 160 atoms, in Å:
C (-3.777, 1.939, 3.401)  0.000
C (-3.493, 1.269, 4.766)  0.000
C (-4.134, -0.201, 4.873)  0.000
S (-4.575, -0.500, 3.110)  0.000
O (-5.769, -1.335, 3.012)  0.000
O (-3.368, -0.887, 2.384)  0.000
C (-4.990, 1.191, 2.728)  0.000
H (-2.871, 1.835, 2.804)  0.000
H (-3.899, 3.017, 3.506)  0.000
H (-3.971, 1.877, 5.534)  0.000
H (-2.443, 1.409, 5.023)  0.000
H (-5.077, -0.132, 5.415)  0.000
H (-3.506, -1.011, 5.246)  0.000
H (-5.938, 1.370, 3.236)  0.000
H (-5.021, 1.376, 1.655)  0.000
C (1.305, 6.965, -3.847)  0.000
C (1.787, 6.323, -5.161)  0.000
C (1.726, 4.848, -4.958)  0.000
S (2.142, 4.433, -3.196)  0.000
O (3.521, 3.979, -3.094)  0.000
O (1.009, 3.647, -2.685)  0.000
C (1.990, 6.213, -2.668)  0.000
H (0.234, 6.764, -3.802)  0.000
H (1.538, 8.028, -3.892)  0.000
H (2.816, 6.619, -5.364)  0.000
H (1.231, 6.793, -5.971)  0.000
H (2.371, 4.269, -5.619)  0.000
H (0.705, 4.493, -5.093)  0.000
H (2.984, 6.613, -2.467)  0.000
H (1.532, 6.305, -1.683)  0.000
C (5.616, -2.810, 3.716)  0.000
C (5.973, -3.869, 2.562)  0.000
C (4.630, -4.214, 1.893)  0.000
S (3.661, -2.626, 1.797)  0.000
O (2.257, -2.874, 2.191)  0.000
O (3.850, -1.997, 0.476)  0.000
C (4.632, -1.773, 3.097)  0.000
H (6.444, -2.279, 4.187)  0.000
H (5.158, -3.421, 4.493)  0.000
H (6.554, -4.719, 2.919)  0.000
H (6.601, -3.364, 1.828)  0.000
H (4.052, -4.873, 2.541)  0.000
H (4.578, -4.699, 0.918)  0.000
H (3.955, -1.169, 3.702)  0.000
H (5.245, -1.089, 2.511)  0.000
C (3.821, 2.744, 2.660)  0.000
C (4.596, 2.355, 1.346)  0.000
C (3.801, 2.878, 0.133)  0.000
S (2.906, 4.408, 0.693)  0.000
O (1.631, 4.405, 0.061)  0.000
O (3.834, 5.526, 0.638)  0.000
C (2.665, 3.686, 2.444)  0.000
H (4.553, 3.187, 3.336)  0.000
H (3.263, 1.926, 3.117)  0.000
H (4.730, 1.276, 1.280)  0.000
H (5.629, 2.701, 1.386)  0.000
H (2.958, 2.200, -0.004)  0.000
H (4.360, 3.106, -0.774)  0.000
H (1.724, 3.139, 2.409)  0.000
H (2.567, 4.533, 3.122)  0.000
N (-1.248, -5.643, 4.726)  0.000
C (-2.476, -5.122, 4.800)  0.000
C (-2.541, -4.141, 3.868)  0.000
C (-1.377, -3.960, 3.262)  0.000
C (-0.510, -4.976, 3.729)  0.000
H (-0.955, -6.401, 5.325)  0.000
H (-3.232, -5.490, 5.479)  0.000
H (-3.413, -3.520, 3.726)  0.000
H (-1.252, -3.129, 2.583)  0.000
H (0.483, -5.302, 3.456)  0.000
N (0.864, -1.539, 4.100)  0.000
C (1.587, -1.863, 5.213)  0.000
C (1.153, -1.052, 6.224)  0.000
C (0.079, -0.290, 5.767)  0.000
C (-0.021, -0.512, 4.393)  0.000
H (0.918, -1.979, 3.192)  0.000
H (2.428, -2.529, 5.336)  0.000
H (1.492, -1.138, 7.246)  0.000
H (-0.507, 0.511, 6.193)  0.000
H (-0.686, -0.087, 3.656)  0.000
N (-1.699, -3.124, -3.613)  0.000
C (-1.543, -3.642, -2.349)  0.000
C (-2.298, -4.760, -2.322)  0.000
C (-3.079, -4.906, -3.482)  0.000
C (-2.607, -3.915, -4.329)  0.000
H (-1.286, -2.245, -3.891)  0.000
H (-0.894, -3.081, -1.693)  0.000
H (-2.420, -5.406, -1.466)  0.000
H (-3.824, -5.647, -3.734)  0.000
H (-2.854, -3.576, -5.324)  0.000
N (-1.238, -0.271, 0.803)  0.000
C (-0.979, 0.902, 0.145)  0.001
C (0.294, 0.808, -0.397)  0.001
C (0.716, -0.513, -0.237)  0.001
C (-0.288, -1.150, 0.446)  0.001
H (-2.064, -0.551, 1.313)  0.000
H (-1.645, 1.745, 0.251)  -0.001
H (0.846, 1.599, -0.883)  0.000
H (1.639, -0.965, -0.572)  0.000
H (-0.363, -2.173, 0.784)  0.000
N (0.081, 0.934, -3.933)  0.000
C (-1.178, 0.518, -4.272)  0.000
C (-1.062, -0.236, -5.405)  0.000
C (0.331, -0.416, -5.689)  0.000
C (0.992, 0.344, -4.782)  0.000
H (0.317, 1.539, -3.160)  0.000
H (-1.967, 0.870, -3.624)  0.000
H (-1.886, -0.694, -5.933)  0.000
H (0.731, -1.055, -6.462)  0.000
H (2.046, 0.525, -4.626)  0.000
N (-4.762, -3.031, -1.843)  0.000
C (-4.725, -2.484, -0.592)  0.000
C (-6.059, -2.229, -0.154)  0.000
C (-6.878, -2.640, -1.133)  0.000
C (-6.104, -3.156, -2.170)  0.000
H (-3.999, -3.376, -2.408)  0.000
H (-3.884, -2.369, 0.075)  0.000
H (-6.360, -1.764, 0.773)  0.000
H (-7.956, -2.696, -1.107)  0.000
H (-6.382, -3.528, -3.145)  0.000
N (4.210, 1.256, -3.254)  0.000
C (4.404, 0.389, -2.235)  0.000
C (5.108, -0.673, -2.761)  0.000
C (5.263, -0.477, -4.118)  0.000
C (4.773, 0.823, -4.425)  0.000
H (3.663, 2.071, -3.016)  0.000
H (4.062, 0.659, -1.247)  0.000
H (5.436, -1.480, -2.122)  0.000
H (5.725, -1.132, -4.842)  0.000
H (4.720, 1.436, -5.312)  0.000
N (2.124, -6.108, -0.357)  0.000
C (3.256, -6.124, -1.164)  0.000
C (3.362, -4.920, -1.852)  0.000
C (2.286, -4.145, -1.570)  0.000
C (1.607, -4.816, -0.567)  0.000
H (1.706, -6.886, 0.134)  0.000
H (3.836, -7.031, -1.246)  0.000
H (4.127, -4.872, -2.614)  0.000
H (1.991, -3.189, -1.978)  0.000
H (0.703, -4.517, -0.057)  0.000
N (-1.004, 5.369, 0.278)  0.032
C (-2.209, 4.739, 0.540)  0.313
C (-3.264, 5.687, 0.246)  0.168
C (-2.600, 6.919, 0.025)  0.057
C (-1.254, 6.665, -0.128)  0.289
H (-0.115, 4.927, 0.463)  -0.002
H (-2.201, 3.699, 0.831)  0.011
H (-4.312, 5.424, 0.234)  0.006
H (-3.049, 7.880, -0.179)  -0.001
H (-0.476, 7.322, -0.488)  0.012
N (-5.183, 0.414, -1.695)  0.006
C (-3.895, 0.913, -1.684)  0.046
C (-3.936, 2.283, -1.857)  0.020
C (-5.261, 2.658, -1.733)  0.002
C (-6.031, 1.465, -1.616)  0.035
H (-5.426, -0.565, -1.636)  0.000
H (-3.189, 0.097, -1.642)  0.001
H (-3.078, 2.926, -1.984)  -0.001
H (-5.576, 3.689, -1.805)  0.000
H (-7.108, 1.402, -1.574)  0.001

---

(2)
Here is a 21-piece molecular cluster, C56H84N8O6 overall at a distorted geometry from the Open Molecules 2025 dataset. Energies are from the ωB97M-V functional and the def2-TZVPD basis.

Calculated values
frontier orbital gap: 0.654 eV
maximum force: 10.798 eV/A
total charge: +6
multiplicity: 1
DFT total energy: -83502.786 eV
HOMO level: -12.78 eV

Last column: Mulliken charge in e.
Positions of all 154 atoms, in Å:
C (8.317, 8.847, -7.459)  -0.442
C (7.876, 8.886, -8.713)  -0.054
C (7.579, 8.755, -10.172)  -0.729
N (8.291, 7.549, -10.851)  0.093
C (6.236, 11.154, -2.108)  -0.495
C (5.464, 10.567, -1.219)  -0.167
C (3.316, 10.537, -0.117)  0.131
C (4.242, 10.472, -0.959)  -0.164
C (8.070, 6.315, -10.452)  -0.110
C (9.566, 8.026, -11.424)  -0.966
H (8.010, -9.527, -4.305)  0.011
H (2.165, -0.865, -7.901)  0.034
H (5.407, -18.563, -7.488)  0.203
H (-7.381, 0.734, -3.333)  -0.125
H (14.453, -3.110, -1.584)  0.063
H (8.171, 9.398, -10.608)  0.408
H (6.500, 8.711, -10.161)  0.292
H (7.327, 10.818, -2.255)  0.245
H (5.942, 11.948, -2.919)  0.233
H (-0.050, -10.473, 5.388)  0.248
H (6.035, 9.731, -0.873)  0.239
H (6.025, 3.093, -0.594)  -0.095
H (2.552, 10.067, 0.549)  0.349
H (13.473, -9.242, 3.295)  0.028
H (1.044, 16.565, 4.144)  0.140
H (7.229, 6.030, -9.784)  0.300
H (8.953, 5.615, -10.532)  0.249
H (10.067, 8.361, -10.540)  0.451
H (9.190, 8.840, -12.346)  0.291
H (10.120, 7.218, -11.802)  0.376
C (0.623, -3.432, -8.869)  -0.528
C (0.081, -3.641, -7.684)  -0.389
C (-2.688, 5.119, -9.602)  -0.046
N (-2.868, 6.249, -9.047)  0.244
C (-3.148, 6.144, -7.581)  -1.053
C (-4.649, 6.417, -7.232)  -0.247
C (-4.903, 6.715, -5.790)  -0.357
C (-4.963, 8.044, -5.444)  0.213
C (-5.189, 8.496, -4.191)  -0.907
C (-2.952, 7.545, -9.526)  -0.785
H (2.538, 9.641, -2.433)  0.125
H (1.547, -2.900, -9.184)  0.251
H (0.107, -3.705, -9.764)  0.173
H (0.365, -3.027, -6.815)  0.194
H (-0.993, -3.965, -7.636)  0.223
H (-2.520, 5.066, -10.713)  0.308
H (-2.666, 4.259, -8.948)  0.248
H (-2.514, 6.888, -7.014)  0.399
H (-2.805, 5.253, -7.142)  0.443
H (-5.257, 5.543, -7.796)  0.273
H (-4.966, 7.316, -7.732)  0.382
H (-4.715, 6.032, -4.896)  0.246
H (1.025, -0.576, -10.975)  0.042
H (-5.297, 9.361, -3.627)  0.389
H (-4.621, 8.594, -6.315)  0.242
H (-5.334, 7.618, -3.444)  0.110
H (-4.783, -4.506, 7.377)  0.110
H (-2.074, 7.749, -10.085)  0.415
H (-3.002, 8.194, -8.527)  0.284
H (-3.846, 7.735, -10.250)  0.327
C (-2.514, -14.725, 2.599)  -0.899
N (-1.714, -13.523, 2.285)  0.062
C (-1.211, -12.727, 3.245)  0.172
C (-0.945, -11.419, 2.971)  -0.994
C (-1.153, -10.922, 1.662)  0.940
C (-1.534, -11.782, 0.683)  -0.572
C (-1.813, -13.066, 0.998)  -0.627
C (-1.105, -9.544, 1.240)  0.616
C (-2.037, -9.052, 0.267)  -0.845
C (-2.144, -7.745, -0.050)  -0.377
N (-1.446, -6.919, 0.704)  0.162
C (-0.478, -7.347, 1.555)  -0.392
C (-0.263, -8.662, 1.735)  -0.475
C (-1.624, -5.472, 0.550)  -0.894
H (-2.721, -14.816, 3.671)  0.329
H (-2.026, -15.565, 2.157)  0.342
H (-3.493, -14.551, 2.143)  0.399
H (-1.263, -13.092, 4.243)  0.485
H (-0.610, -10.768, 3.709)  -0.463
H (-1.606, -11.477, -0.307)  0.722
H (-2.195, -13.838, 0.290)  0.469
H (-2.832, -9.788, 0.040)  0.520
H (-2.816, -7.407, -0.809)  0.374
H (0.021, -6.716, 2.212)  0.825
H (0.742, -8.935, 2.167)  0.417
H (-0.628, -5.030, 0.493)  0.345
H (-2.199, -5.099, 1.395)  0.339
H (-2.243, -5.243, -0.313)  0.357
C (2.499, -6.925, 10.303)  -0.889
N (3.428, -6.526, 9.192)  0.060
C (4.765, -6.471, 9.405)  -0.531
C (5.596, -6.165, 8.349)  -0.593
C (5.106, -5.779, 7.116)  0.816
C (3.737, -5.853, 6.960)  -0.358
C (2.903, -6.269, 7.984)  -0.097
C (6.116, -5.227, 6.083)  0.652
C (5.788, -4.076, 5.345)  -0.741
C (6.623, -3.598, 4.317)  -0.163
N (7.792, -4.205, 4.060)  0.080
C (8.165, -5.253, 4.764)  -0.064
C (7.352, -5.814, 5.719)  -0.757
C (8.722, -3.719, 2.983)  -0.980
H (2.875, -7.865, 10.784)  0.359
H (1.472, -7.086, 10.013)  0.312
H (2.529, -6.185, 11.082)  0.386
H (5.090, -6.799, 10.427)  0.425
H (6.693, -6.166, 8.464)  0.440
H (3.294, -5.477, 6.069)  0.464
H (1.818, -6.177, 7.953)  0.411
H (4.928, -3.500, 5.530)  0.441
H (6.366, -2.679, 3.764)  0.394
H (9.097, -5.775, 4.523)  0.417
H (7.735, -6.700, 6.162)  0.501
H (8.565, -4.042, 1.900)  0.290
H (9.699, -3.907, 3.281)  0.430
H (8.624, -2.627, 2.955)  0.366
C (-3.519, 2.936, 2.420)  -0.830
N (-4.759, 3.605, 2.847)  0.123
C (-4.933, 4.090, 4.084)  -0.507
C (-5.863, 5.070, 4.404)  -0.487
C (-6.826, 5.440, 3.459)  0.783
C (-6.874, 4.671, 2.252)  -0.737
C (-5.755, 3.915, 1.937)  -0.267
C (-7.752, 6.615, 3.740)  0.959
C (-7.215, 7.789, 4.300)  -0.612
C (-8.026, 8.905, 4.444)  -0.481
N (-9.317, 8.864, 3.981)  0.010
C (-9.816, 7.744, 3.415)  -0.126
C (-9.037, 6.602, 3.262)  -0.724
C (-10.185, 10.039, 4.155)  -0.864
H (-2.715, 3.682, 2.461)  0.377
H (-3.679, 2.582, 1.420)  0.278
H (-3.311, 2.036, 3.044)  0.364
H (-4.104, 3.932, 4.733)  0.522
H (-5.734, 5.535, 5.385)  0.464
H (-7.623, 4.719, 1.489)  0.440
H (-5.564, 3.379, 0.941)  0.325
H (-6.175, 7.836, 4.595)  0.490
H (-7.730, 9.841, 4.851)  0.517
H (-10.823, 7.798, 3.037)  0.401
H (-9.499, 5.732, 2.844)  0.529
H (-9.732, 10.917, 3.703)  0.352
H (-10.284, 10.236, 5.242)  0.397
H (-11.206, 9.853, 3.842)  0.293
O (-7.735, 1.012, 5.947)  -0.506
C (-7.620, 0.047, 4.924)  0.716
O (-6.482, -0.279, 5.007)  -0.588
O (-8.613, -0.343, 4.273)  -0.609
H (-7.093, 1.399, 6.420)  0.285
O (1.030, -4.505, 3.056)  -0.476
C (1.703, -5.296, 3.874)  0.708
O (2.794, -4.861, 4.250)  -0.811
O (1.218, -6.403, 4.057)  -0.793
H (1.611, -3.720, 2.898)  0.310